(1)
ORCA calculation (ωB97M-V/def2-TZVPD) on 6 unconnected molecules or ions with the total composition C15H23F12NO11S in a non-equilibrium geometry.

## Properties
Kohn-Sham gap ... 2.00 eV
Multiplicity ... 1
E_HOMO ... 0.7 eV
Relative energy (zero: lowest compared OMol25 entry of this formula, charge and spin) ... 0.0 kcal per mole
DFT total energy ... -83378.733 eV
Net charge ... -2

Geometry (Å):
1 S 0.176 -8.055 -0.518
2 F 0.073 -8.337 2.191
3 F -0.646 5.620 3.324
4 F -0.477 -10.064 1.082
5 F 0.200 -2.280 9.921
6 F -2.664 6.495 3.366
7 F 3.931 3.767 -0.594
8 F 1.659 -9.493 1.225
9 F -2.388 4.532 4.137
10 F 1.570 -2.618 8.255
11 F 5.776 2.624 -0.981
12 F 5.567 4.655 -1.805
13 F 0.073 -4.152 8.799
14 O -0.500 -3.193 -7.123
15 O -2.174 5.859 0.813
16 O 3.701 1.946 -2.844
17 O -1.113 -8.405 -1.147
18 O -0.578 -1.182 7.227
19 O -1.801 -3.090 7.421
20 O -2.542 -1.500 -5.188
21 O 0.225 -6.671 -0.037
22 O 1.320 -8.399 -1.364
23 O -2.652 3.714 1.499
24 O 4.627 3.746 -3.833
25 N -0.686 -1.102 -0.732
26 C -0.762 -2.262 7.718
27 C 4.225 3.356 -5.165
28 C -2.258 -3.024 4.935
29 C 4.947 3.577 -1.488
30 C 4.929 4.375 -6.017
31 C 0.373 -9.100 1.087
32 C -1.717 -0.988 -6.200
33 C -1.955 5.370 3.194
34 C -2.314 4.858 1.751
35 C -2.732 -2.742 6.396
36 C -3.646 5.055 -0.985
37 C 0.336 -2.835 8.706
38 C -2.264 5.579 -0.606
39 C 4.353 2.987 -2.765
40 C -0.380 -1.870 -6.606
41 H -4.374 5.822 -0.721
42 H -1.328 -0.008 -5.922
43 H 6.005 4.413 -5.847
44 H -3.055 -1.706 6.502
45 H -2.296 -4.034 4.528
46 H 4.691 4.038 -7.026
47 H -2.236 -0.629 -7.089
48 H 0.182 -1.936 -5.675
49 H -2.927 -2.414 4.327
50 H -2.127 6.524 -1.130
51 H -1.300 -1.120 -1.533
52 H -0.647 -2.053 -0.395
53 H 4.650 5.408 -5.807
54 H 0.157 -0.767 -1.176
55 H -3.610 -3.321 6.682
56 H -3.730 4.783 -2.037
57 H 0.224 -1.283 -7.298
58 H 3.140 3.369 -5.271
59 H -3.960 4.087 -0.593
60 H 4.489 2.328 -5.410
61 H -1.245 -2.648 4.791
62 H -1.072 -0.575 0.038
63 H -1.444 4.970 -0.987



(2)
ORCA calculation (ωB97M-V/def2-TZVPD) on a molecular structure, H16NaO8 in a non-equilibrium geometry.

## Properties
Kohn-Sham gap ... 9.65 eV
Multiplicity ... 1
E_HOMO ... -13.5 eV
Relative energy (zero: lowest compared OMol25 entry of this formula, charge and spin) ... 472.5 kcal per mole
DFT total energy ... -21032.950 eV
Net charge ... +1

Geometry (Å):
1 Na -0.515 -0.070 0.201
2 O -1.012 -0.469 -1.464
3 O 1.892 0.194 1.792
4 O -0.190 -0.170 1.831
5 O 1.164 -0.841 -0.071
6 O -1.347 1.232 -0.035
7 O 1.015 -0.259 -1.899
8 O 0.717 1.219 0.138
9 O -1.716 -1.310 0.405
10 H 0.085 -0.263 -1.676
11 H -1.694 1.931 0.519
12 H 1.103 -0.564 -0.985
13 H -1.384 -2.057 0.903
14 H 1.136 0.003 1.237
15 H -2.170 -1.702 -0.341
16 H -0.941 0.064 2.376
17 H 0.547 -0.207 2.441
18 H 2.103 -0.869 0.109
19 H 2.429 0.791 1.269
20 H 0.851 2.141 0.356
21 H -1.228 -1.183 -2.064
22 H -1.704 1.415 -0.904
23 H 1.043 0.034 -2.809
24 H -1.780 0.101 -1.484
25 H 1.595 0.838 0.157



(3)
ORCA calculation (ωB97M-V/def2-TZVPD) on a molecular structure, C26H24AlI2O5SScSi in a non-equilibrium geometry.

## Properties
Kohn-Sham gap (alpha / beta) ... 3.27 / 3.24 eV
Multiplicity ... 1
E_HOMO (alpha / beta) ... -19.7 / -19.7 eV
DFT total energy ... -99756.255 eV
Net charge ... +4

Geometry (Å):
1 I 0.547 -3.642 -2.084
2 I 0.713 3.530 -2.070
3 Sc -0.801 -1.319 -1.787
4 S 0.332 0.021 -3.416
5 Si 0.459 0.037 1.561
6 Al -0.759 1.345 -1.786
7 O -2.226 2.409 0.745
8 O -3.155 -2.323 -3.748
9 O 0.406 -0.078 -0.044
10 O -2.583 -2.476 0.501
11 O -3.141 2.552 -3.422
12 C -2.208 0.299 2.887
13 C -2.494 -2.354 3.401
14 C 2.442 2.087 1.767
15 C -0.200 -0.018 -5.235
16 C 3.800 -2.361 2.242
17 C -1.689 0.257 -5.441
18 C 2.880 -1.482 1.668
19 C -2.317 2.031 -2.811
20 C -3.360 -0.133 3.530
21 C -1.184 -0.514 2.474
22 C 0.392 2.730 2.734
23 C -1.705 1.970 -0.203
24 C -2.321 -1.924 -3.035
25 C -3.506 -1.490 3.793
26 C -1.981 -1.979 -0.355
27 C 1.548 -1.611 3.651
28 C 0.646 1.082 -5.847
29 C 0.896 3.973 3.074
30 C 3.582 -2.878 3.506
31 C 2.214 4.271 2.762
32 C 2.451 -2.508 4.223
33 C 0.200 -1.395 -5.752
34 C 1.731 -1.114 2.374
35 C 2.988 3.319 2.111
36 C 1.113 1.767 2.082
37 C -1.374 -1.861 2.757
38 H 0.661 -1.332 4.257
39 H 4.038 3.551 1.872
40 H 3.091 1.350 1.246
41 H 0.457 2.053 -5.364
42 H -0.024 -1.448 -6.825
43 H 3.063 -1.088 0.653
44 H 0.405 1.171 -6.911
45 H -0.595 -2.619 2.456
46 H -2.615 -3.434 3.606
47 H -2.046 -0.365 -6.278
48 H -2.303 0.027 -4.573
49 H 1.718 0.859 -5.750
50 H 2.631 5.247 3.033
51 H 2.266 -2.913 5.227
52 H 0.269 4.718 3.588
53 H 4.705 -2.647 1.679
54 H -4.408 -1.855 4.295
55 H -0.688 2.558 3.041
56 H -2.200 1.434 2.731
57 H 4.299 -3.581 3.956
58 H -4.151 0.568 3.836
59 H -1.848 1.311 -5.725
60 H -0.340 -2.210 -5.247
61 H 1.277 -1.573 -5.611



(4)
ORCA calculation (ωB97M-V/def2-TZVPD) on a molecular structure, C19H40NP3SeTi in a non-equilibrium geometry.

## Properties
Kohn-Sham gap (alpha / beta) ... 4.70 / 3.24 eV
Multiplicity ... 2
E_HOMO (alpha / beta) ... -15.4 / -15.4 eV
Relative energy (zero: lowest compared OMol25 entry of this formula, charge and spin) ... 0.0 kcal per mole
DFT total energy ... -138143.249 eV
Net charge ... +3

Geometry (Å):
1 Se 1.169 1.996 -0.110
2 Ti 0.193 -0.067 1.039
3 P -1.228 -2.036 1.585
4 P 1.893 -0.341 2.860
5 P 1.567 -1.538 -0.547
6 N -1.003 0.997 2.442
7 C -1.341 2.362 -3.436
8 C -3.014 3.833 -7.029
9 C -1.969 -2.942 0.179
10 C 2.872 -1.872 3.053
11 C -0.815 2.004 -2.197
12 C 1.832 -3.329 -0.269
13 C 1.187 -0.118 4.529
14 C 0.831 -1.507 -2.224
15 C -1.611 1.531 3.283
16 C 1.251 3.165 -2.751
17 C -2.382 2.146 4.321
18 C 3.193 0.943 2.847
19 C -0.476 -3.395 2.564
20 C 3.266 -0.946 -0.863
21 C -4.102 3.062 -7.182
22 C 0.482 2.410 -1.835
23 C 0.698 3.563 -3.967
24 C -0.606 3.168 -4.315
25 C -2.677 -1.674 2.625
26 H 2.311 -3.491 0.704
27 H 3.534 -1.764 3.923
28 H -3.272 1.531 4.543
29 H 1.961 -0.313 5.283
30 H -5.073 3.347 -6.758
31 H 3.825 0.821 1.960
32 H 2.277 3.436 -2.487
33 H -3.057 4.777 -6.473
34 H 3.221 0.014 -1.394
35 H -2.600 -2.237 -0.378
36 H -1.189 -3.327 -0.492
37 H -4.071 2.134 -7.767
38 H 1.278 4.179 -4.655
39 H -2.059 3.573 -7.503
40 H -2.357 -1.367 3.633
41 H 2.487 -3.730 -1.055
42 H 3.803 -1.686 -1.472
43 H 0.945 -0.501 -2.649
44 H -0.915 -0.310 -0.132
45 H 0.402 -3.815 2.056
46 H 2.732 1.938 2.813
47 H 2.207 -2.730 3.211
48 H -2.721 3.151 4.029
49 H -3.269 -0.864 2.178
50 H 3.803 -0.796 0.082
51 H -3.296 -2.577 2.705
52 H -0.240 -1.732 -2.154
53 H 0.819 0.910 4.646
54 H -1.046 3.478 -5.264
55 H 3.803 0.849 3.757
56 H -1.395 1.404 -1.498
57 H -2.581 -3.771 0.560
58 H 0.348 -0.809 4.681
59 H 0.882 -3.877 -0.290
60 H -1.228 -4.188 2.695
61 H -2.336 2.018 -3.720
62 H -1.772 2.242 5.237
63 H -0.177 -3.024 3.555
64 H 1.324 -2.246 -2.871
65 H 3.482 -2.055 2.159



(5)
ORCA calculation (ωB97M-V/def2-TZVPD) on C4H8N2OS in the gas phase in a non-equilibrium geometry.

## Properties
Kohn-Sham gap ... 8.76 eV
Multiplicity ... 1
E_HOMO ... -8.9 eV
Relative energy (zero: lowest compared OMol25 entry of this formula, charge and spin) ... 63.0 kcal per mole
DFT total energy ... -20138.104 eV
SMILES ... CN(C)/N=C/OC=S

Geometry (Å):
1 S 1.228 -4.010 2.084
2 O -0.477 -2.347 1.091
3 N 0.131 -0.305 0.203
4 N -0.489 0.837 -0.430
5 C -0.007 0.818 -1.807
6 C 0.806 -2.636 1.370
7 C -0.160 1.995 0.327
8 C -0.758 -1.119 0.566
9 H -0.036 -0.173 -2.345
10 H 1.476 -1.836 1.107
11 H -0.548 2.863 -0.242
12 H -1.809 -0.866 0.443
13 H -0.682 1.479 -2.370
14 H -0.616 1.893 1.335
15 H 0.911 2.181 0.481
16 H 1.028 1.226 -1.815



(6)
ORCA calculation (ωB97M-V/def2-TZVPD) on 6 unconnected molecules or ions with the total composition C23H45ClFN3O21P3 in a non-equilibrium geometry.

## Properties
Kohn-Sham gap ... 5.69 eV
Multiplicity ... 1
E_HOMO ... -11.9 eV
DFT total energy ... -115141.155 eV
Net charge ... +1

Geometry (Å):
1 Cl 0.588 -4.620 -4.615
2 P -1.245 0.610 -1.031
3 P 1.580 -2.806 -5.105
4 P 0.969 -2.208 -1.692
5 F -5.109 1.004 -2.501
6 O 1.238 -0.507 -7.341
7 O 0.990 -4.466 8.876
8 O 2.077 -2.812 7.767
9 O -2.738 0.410 -0.758
10 O 7.730 1.435 -4.163
11 O -0.154 -2.761 8.175
12 O 5.948 0.048 -3.945
13 O 3.095 -2.728 -4.269
14 O 6.070 1.804 -2.664
15 O 1.294 3.512 -4.045
16 O 2.827 5.015 -4.778
17 O -5.110 0.188 6.443
18 O -0.339 -0.062 0.191
19 O -4.883 1.155 8.371
20 O -3.021 0.708 7.150
21 O -2.993 -2.504 4.281
22 O 2.437 4.627 -2.580
23 O -0.938 2.292 -0.976
24 O -3.485 -0.890 2.879
25 O -3.320 -3.021 2.104
26 O 1.771 0.512 -6.588
27 N -0.131 -2.902 -0.725
28 N -1.268 0.519 -5.093
29 N -1.495 0.787 -3.805
30 C -4.585 0.458 -3.733
31 C -4.217 0.686 7.305
32 C 6.505 -0.771 -4.976
33 C 0.120 -1.134 -2.963
34 C 2.233 -5.154 9.006
35 C 0.990 3.208 -5.404
36 C -4.048 1.719 9.381
37 C -0.146 -0.738 -6.960
38 C -2.743 -3.887 4.534
39 C 0.406 -1.457 -4.480
40 C -3.788 -0.490 1.540
41 C -0.217 -1.501 7.505
42 C 6.759 2.985 -2.247
43 C -0.384 -0.495 -5.378
44 C 1.074 -3.297 8.226
45 C 2.246 4.447 -3.892
46 C -3.273 -2.220 3.002
47 C 3.435 5.596 -2.260
48 C 6.690 1.129 -3.645
49 C -0.838 0.039 -2.806
50 C -3.821 1.644 -4.490
51 C -4.529 -0.352 5.251
52 C -2.465 1.903 -3.631
53 H 2.641 -5.401 8.025
54 H 6.175 3.450 -1.452
55 H -3.871 -1.176 5.489
56 H -2.818 2.120 -2.590
57 H 1.930 -1.441 -0.961
58 H 1.868 2.810 -5.913
59 H 2.044 -6.081 9.546
60 H 6.842 3.693 -3.074
61 H -4.708 -0.965 1.195
62 H 0.594 0.212 0.045
63 H 3.159 6.581 -2.640
64 H 7.745 2.738 -1.850
65 H 4.406 5.288 -2.654
66 H -1.253 -1.164 7.523
67 H -1.875 -4.232 3.968
68 H 1.626 -3.309 -2.361
69 H -5.340 -0.726 4.626
70 H -3.363 0.968 9.779
71 H -3.495 2.576 8.989
72 H -1.683 2.722 -0.490
73 H 0.609 4.089 -5.923
74 H 0.397 -0.760 8.020
75 H -4.461 2.578 -4.313
76 H -3.997 0.422 4.699
77 H -2.529 -3.997 5.597
78 H -0.340 -1.849 -7.164
79 H 7.477 -1.163 -4.669
80 H 0.215 2.443 -5.408
81 H -3.937 0.590 1.540
82 H -1.982 2.830 -4.102
83 H -4.691 2.064 10.190
84 H 2.945 -4.558 9.581
85 H -3.622 -4.488 4.294
86 H 0.094 -1.604 6.463
87 H 0.141 -2.574 0.218
88 H -5.430 -0.006 -4.323
89 H 5.830 -1.612 -5.136
90 H -2.963 -0.723 0.877
91 H 3.260 -1.780 -4.047
92 H -3.620 1.447 -5.583
93 H -3.813 -0.317 -3.394
94 H 2.706 0.271 -6.385
95 H 3.506 5.655 -1.174
96 H 6.592 -0.215 -5.911
97 H -0.799 -0.063 -7.595